# 1
This record from the Open Molecules 2025 dataset describes a molecular structure, C29H25BN9O5Sn in a non-equilibrium geometry. The level of theory is wB97M-V/def2-TZVPD.

Output
DFT total energy = -60632.4207 eV
energy relative to the best compared isomer or geometry (same formula, charge and spin) = 4.5 kcal/mol
highest occupied orbital energy = -10.41 eV
HOMO-LUMO gap = 6.956 eV
LUMO level = -3.458 eV

Structure (ORCA input):
```
! RIJCOSX wB97M-V def2-TZVPD def2/J DEFGRID3
* xyz 1 1
Sn -0.2329 -0.4545 -0.0632
C -0.9020 -1.2998 4.2534
C -1.0155 -0.4731 3.1398
N -0.1776 -0.8896 2.1899
N 0.4769 -1.9651 2.6560
C 0.0619 -2.2305 3.9005
B 1.4807 -2.7467 1.7929
N 0.6957 -3.4608 0.6939
C 0.5495 -4.7670 0.4353
C -0.2267 -4.9023 -0.7014
C -0.5246 -3.5985 -1.0913
N 0.0403 -2.7467 -0.2357
N 2.4342 -1.7485 1.1061
C 3.7729 -1.7474 1.1287
C 4.2329 -0.6936 0.3563
C 3.0788 -0.0826 -0.1250
N 2.0083 -0.7313 0.3336
H -1.4536 -1.2402 5.1741
H -1.6185 0.4052 2.9770
H 0.4863 -3.0422 4.4663
H 2.0881 -3.5196 2.4637
H 0.9914 -5.5136 1.0728
H -0.5397 -5.8143 -1.1762
H -1.0929 -3.2306 -1.9293
H 4.3153 -2.4973 1.6787
H 5.2515 -0.4034 0.1727
H 2.9533 0.7744 -0.7667
O -3.6787 -3.7447 0.0351
C -4.3522 -3.1720 -0.9735
C -5.2824 -3.9468 -1.6691
C -6.0028 -3.4046 -2.7092
C -5.8187 -2.0741 -3.0952
C -4.9053 -1.2985 -2.4224
C -4.1672 -1.8275 -1.3549
C -3.1910 -1.0089 -0.6543
O -2.4427 -1.4618 0.2758
N -3.1102 0.2949 -1.0294
N -2.1414 0.9920 -0.5347
C -2.0455 2.2580 -0.3788
C -0.8361 2.9002 0.1084
C -0.8199 4.2795 0.2929
C 0.3409 4.8856 0.7358
C 1.4503 4.0965 0.9967
C 1.3415 2.7286 0.8237
N 0.2240 2.1483 0.3919
H -3.0636 -3.0874 0.4115
H -5.4161 -4.9757 -1.3634
H -6.7174 -4.0236 -3.2358
H -6.3941 -1.6661 -3.9151
H -4.7231 -0.2716 -2.7043
H -2.9031 2.8947 -0.5794
H -1.7074 4.8653 0.0960
H 0.3813 5.9568 0.8784
H 2.3806 4.5258 1.3388
H 2.1704 2.0702 1.0407
O -2.1567 -0.2201 -4.4674
C -0.9447 0.1796 -4.9119
C -0.6834 0.3652 -6.2664
C 0.5471 0.8400 -6.6846
C 1.5345 1.1570 -5.7632
C 1.2983 0.9505 -4.4167
C 0.0741 0.4459 -3.9881
C -0.0902 0.0947 -2.5455
O 0.5148 0.7481 -1.6401
O -0.7983 -0.8934 -2.2384
H -2.7578 -0.3435 -5.2106
H -1.4548 0.1254 -6.9896
H 0.7335 0.9718 -7.7419
H 2.4869 1.5498 -6.0903
H 2.0572 1.1559 -3.6743
*
```


# 2
This record from the Open Molecules 2025 dataset describes a molecular structure, C29H25BrF5MnN5O2S. The level of theory is wB97M-V/def2-TZVPD.

Output
DFT total energy = -167813.1696 eV
energy relative to the best compared isomer or geometry (same formula, charge and spin) = 0.6 kcal/mol
highest occupied orbital energy (alpha / beta) = -7.38 / -7.49 eV
HOMO-LUMO gap (alpha / beta) = 7.487 / 7.576 eV
LUMO level (alpha / beta) = 0.106 / 0.085 eV

Structure (ORCA input):
```
! RIJCOSX wB97M-V def2-TZVPD def2/J DEFGRID3
* xyz 0 6
Mn -0.5188 1.6293 0.8380
F -5.0231 -3.1735 2.8434
C -4.5318 -1.9862 2.4773
C -3.1669 -1.7582 2.4848
F -2.3240 -2.7217 2.8606
C -2.6916 -0.5172 2.1039
F -1.3381 -0.3546 2.1374
C -3.5043 0.5377 1.6917
S -2.9021 2.1071 1.1831
C -4.8742 0.2650 1.7098
F -5.7472 1.2074 1.3435
C -5.3853 -0.9632 2.0888
F -6.7031 -1.1741 2.0825
N 0.3521 3.2537 -0.3732
C 1.7667 3.6638 -0.3294
C 2.7226 2.4862 -0.1728
C 2.8238 1.8876 1.2281
N 1.6669 1.0476 1.5726
H 0.1333 2.7863 -1.2568
H -0.2555 4.0698 -0.3765
H 1.8966 4.3549 0.5083
H 2.0240 4.2259 -1.2331
H 3.7180 2.8348 -0.4610
H 2.4648 1.7025 -0.8917
H 2.9016 2.6963 1.9603
H 3.7554 1.3164 1.3064
H 1.6800 0.8197 2.5611
H 1.7547 0.1523 1.0805
O -1.3706 1.3876 -1.8102
C -0.7193 0.3515 -1.7016
N -0.5549 -0.6180 -2.6457
C 0.4780 -1.5589 -2.2331
C 0.8081 -0.9871 -0.8293
O 1.6927 -1.4225 -0.1065
N -0.0165 0.0415 -0.5563
C 1.6521 -1.4929 -3.1995
C 2.8051 -0.7666 -2.9329
C 3.8054 -0.6608 -3.8900
C 3.6651 -1.2771 -5.1226
C 2.5194 -2.0128 -5.3936
C 1.5249 -2.1230 -4.4361
C -0.0362 -2.9787 -2.0517
C 0.8738 -3.9940 -1.7707
C 0.4341 -5.2904 -1.5693
C -0.9199 -5.5890 -1.6465
C -1.8294 -4.5797 -1.9166
C -1.3906 -3.2767 -2.1152
H -0.7590 -0.4225 -3.6116
H 2.9456 -0.3089 -1.9633
H 4.7028 -0.0992 -3.6634
H 4.4473 -1.1930 -5.8654
H 2.4027 -2.5086 -6.3484
H 0.6420 -2.7169 -4.6420
H 1.9278 -3.7590 -1.7012
H 1.1501 -6.0714 -1.3492
H -1.2614 -6.6042 -1.4933
H -2.8879 -4.7988 -1.9710
H -2.1048 -2.4886 -2.3137
Br -2.5774 2.3889 6.5491
C -1.3171 2.9452 5.2679
C -0.4883 4.0274 5.5090
C 0.4148 4.3879 4.5244
C 0.4508 3.6460 3.3542
N -0.3502 2.6083 3.1215
C -1.2311 2.2699 4.0604
H -0.5562 4.5717 6.4407
H 1.0802 5.2295 4.6548
H 1.1468 3.9026 2.5663
H -1.8934 1.4463 3.8344
*
```


# 3
This record from the Open Molecules 2025 dataset describes a molecular structure, C29H25ClIrN4O10P2 in a non-equilibrium geometry. The level of theory is wB97M-V/def2-TZVPD.

Output
DFT total energy = -90856.1901 eV
energy relative to the best compared isomer or geometry (same formula, charge and spin) = 0.0 kcal/mol
highest occupied orbital energy = -10.14 eV
HOMO-LUMO gap = 6.813 eV
LUMO level = -3.326 eV

Structure (ORCA input):
```
! RIJCOSX wB97M-V def2-TZVPD def2/J DEFGRID3
* xyz 1 1
Ir 0.2683 -1.3540 2.2312
Cl 0.3427 -6.6989 6.7480
C 0.6500 -5.5690 5.4728
C 0.9974 -6.0365 4.1993
C 1.2433 -5.1589 3.1723
C 1.1409 -3.7673 3.3551
O 1.4004 -3.0091 2.3104
C 0.8060 -3.3018 4.6586
C 0.7658 -1.9086 5.0186
O 0.8944 -0.9594 4.2269
C 0.5705 -4.2228 5.7007
H 1.0631 -7.1029 4.0292
H 1.5100 -5.5229 2.1901
H 0.7118 -1.6728 6.0873
H 0.3344 -3.8547 6.6918
C 0.8510 5.2517 -9.5276
O 1.4186 5.6724 -8.2950
C 1.2973 4.8564 -7.2299
C 0.6309 3.6331 -7.2440
C 0.5681 2.8757 -6.0863
C 1.1586 3.3156 -4.9070
C 1.8254 4.5443 -4.9082
C 1.8962 5.3081 -6.0504
C 1.0720 2.4756 -3.7155
N 0.5392 1.2733 -3.6680
C 0.6740 0.8693 -2.3728
C 1.3065 1.8341 -1.6127
N 1.5562 2.8597 -2.4910
C 1.6342 1.6714 -0.2350
C 2.3286 2.5786 0.5814
C 2.5833 2.2429 1.8861
C 2.1460 1.0181 2.3923
N 1.4991 0.1410 1.6445
C 1.2228 0.4628 0.3442
C 0.5064 -0.5255 -0.4305
N 0.1698 -1.6565 0.2500
C -0.2989 -2.6955 -0.4135
C -0.5286 -2.6287 -1.7919
C -0.2880 -1.4667 -2.4806
C 0.2771 -0.3788 -1.7954
H 1.0793 6.0352 -10.2430
H -0.2321 5.1404 -9.4433
H 1.2936 4.3111 -9.8622
H 0.1613 3.2637 -8.1429
H 0.0518 1.9258 -6.0925
H 2.3097 4.9235 -4.0160
H 2.4127 6.2575 -6.0606
H 1.9820 3.7455 -2.2848
H 2.6622 3.5311 0.1907
H 3.1160 2.9151 2.5428
H 2.3198 0.7328 3.4194
H -0.5083 -3.5784 0.1714
H -0.9187 -3.5032 -2.2923
H -0.4895 -1.3821 -3.5396
C -4.3183 -1.2152 4.2406
C -2.9138 -1.1673 3.6610
O -1.9413 -1.4996 4.6501
P -2.3626 0.4946 3.1003
O -3.3492 1.0221 2.0200
O -2.5646 1.5040 4.2890
O -0.9045 0.3940 2.7164
P -2.6591 -2.1497 2.1163
O -3.8073 -3.2489 2.1695
O -2.8208 -1.2362 0.9437
O -1.3027 -2.8135 2.2725
H -4.3700 -0.5741 5.1199
H -4.5561 -2.2414 4.5228
H -5.0681 -0.8908 3.5190
H -2.1344 -2.3883 4.9762
H -3.3573 0.3220 1.3039
H -1.7463 1.8719 4.6423
H -3.8085 -3.8944 1.4539
*
```